[1]
{"formula": "C23H20AsClF7HfS", "method": "ωB97M-V/def2-TZVPD", "homo_energy_ev": -11.18, "lumo_ha": -0.144, "total_charge": 1, "gap_ev": 7.270, "relative_energy_kcal_mol": 21.4, "species": ["Hf", "As", "Cl", "S", "F", "F", "F", "F", "F", "F", "F", "C", "C", "C", "C", "C", "C", "C", "C", "C", "C", "C", "C", "C", "C", "C", "C", "C", "C", "C", "C", "C", "C", "C", "H", "H", "H", "H", "H", "H", "H", "H", "H", "H", "H", "H", "H", "H", "H", "H", "H", "H", "H", "H"], "positions_angstrom": [[1.436, -1.019, 0.236], [0.239, 0.067, -1.910], [-0.438, 1.859, 5.537], [-0.915, -1.013, 1.172], [2.440, -2.098, -1.793], [-2.515, -1.430, 5.975], [-2.832, -0.627, 3.409], [-0.195, -2.599, 6.774], [1.819, -3.001, 4.953], [1.319, -3.225, -0.281], [1.482, -2.243, 2.315], [1.690, 0.643, 4.406], [-0.359, -2.250, 5.506], [1.111, 1.607, 1.872], [-2.991, 2.185, -5.664], [-2.047, 3.027, -5.098], [-1.653, 0.284, -5.053], [0.550, 0.573, -3.862], [-0.862, -1.527, -2.250], [-2.788, 0.814, -5.644], [0.303, 1.955, 2.937], [2.510, 0.318, 3.344], [-0.909, 2.499, -4.516], [-0.693, 1.123, -4.491], [0.463, -2.075, 3.267], [0.663, -2.463, 4.581], [3.017, 0.306, 0.876], [-0.706, -1.459, 2.826], [-1.548, -1.641, 5.097], [-1.713, -1.243, 3.778], [2.686, -2.688, -0.506], [-1.138, 1.400, -1.459], [0.583, 1.459, 4.206], [2.227, 0.769, 2.049], [-2.199, 4.095, -5.114], [0.902, 2.028, 0.888], [-0.159, 3.159, -4.099], [0.898, -0.335, -4.364], [-0.738, 2.404, -1.619], [-0.545, 2.606, 2.794], [-3.871, 2.594, -6.135], [-1.810, -1.239, -2.708], [3.391, -0.281, 3.521], [3.220, 1.128, 0.176], [-1.070, -2.074, -1.326], [1.354, 1.315, -3.891], [-1.434, 1.299, -0.415], [-3.515, 0.155, -6.092], [-1.493, -0.785, -5.060], [1.916, 0.275, 5.394], [3.300, -3.574, -0.713], [-0.326, -2.185, -2.942], [3.961, -0.145, 1.204], [-2.021, 1.275, -2.090]]}

---

[2]
{"formula": "C23H20ClFPRu", "method": "ωB97M-V/def2-TZVPD", "s_squared": 8.766, "homo_energy_ev": [-6.08, -9.26], "lumo_ha": [0.023, -0.059], "gap_ev": [6.717, 7.661], "relative_energy_kcal_mol": 0.0, "multiplicity": 6, "species": ["Ru", "Cl", "P", "F", "C", "C", "C", "C", "C", "C", "C", "C", "C", "C", "C", "C", "C", "C", "C", "C", "C", "C", "C", "C", "C", "C", "C", "H", "H", "H", "H", "H", "H", "H", "H", "H", "H", "H", "H", "H", "H", "H", "H", "H", "H", "H", "H"], "positions_angstrom": [[0.031, -0.028, 2.426], [1.952, 1.343, 2.576], [0.042, 0.286, 0.166], [-1.403, 1.292, 2.871], [0.366, 1.952, -0.528], [3.254, -2.232, -2.014], [0.073, 3.100, 0.201], [0.186, -1.160, 4.427], [-2.022, -1.497, -0.490], [2.580, -0.787, -0.211], [1.127, -1.663, 3.487], [0.979, -1.461, -1.873], [0.431, -2.180, 2.365], [-4.103, -0.855, -1.507], [-1.562, -0.182, -0.575], [-3.281, -1.832, -0.960], [1.080, 3.324, -2.379], [0.783, 4.467, -1.649], [0.876, 2.072, -1.821], [-1.095, -1.320, 3.858], [1.277, -0.756, -0.708], [1.962, -2.199, -2.518], [-0.966, -1.962, 2.589], [-2.391, 0.792, -1.122], [-3.655, 0.455, -1.583], [0.279, 4.351, -0.363], [3.560, -1.518, -0.863], [-0.317, 3.015, 1.201], [-5.088, -1.116, -1.869], [-4.292, 1.222, -2.003], [-1.774, -2.246, 1.939], [2.197, -1.612, 3.589], [4.568, -1.530, -0.470], [0.052, 5.237, 0.215], [1.715, -2.746, -3.418], [1.122, 1.190, -2.394], [-0.021, -1.438, -2.280], [0.416, -0.669, 5.356], [-2.051, 1.816, -1.180], [-3.621, -2.857, -0.899], [2.824, -0.225, 0.679], [-2.018, -0.963, 4.280], [0.876, -2.654, 1.508], [4.019, -2.806, -2.519], [-1.388, -2.266, -0.070], [1.479, 3.405, -3.381], [0.945, 5.445, -2.084]]}

---

[3]
{"formula": "C23H20F12N2O6SSbSe4Tc", "method": "ωB97M-V/def2-TZVPD", "homo_energy_ev": -8.22, "lumo_ha": -0.085, "gap_ev": 5.914, "relative_energy_kcal_mol": 0.0, "species": ["Sb", "Tc", "Se", "Se", "Se", "Se", "S", "F", "F", "F", "F", "F", "F", "F", "F", "F", "F", "F", "F", "O", "O", "O", "O", "O", "O", "N", "N", "C", "C", "C", "C", "C", "C", "C", "C", "C", "C", "C", "C", "C", "C", "C", "C", "C", "C", "C", "C", "C", "C", "C", "H", "H", "H", "H", "H", "H", "H", "H", "H", "H", "H", "H", "H", "H", "H", "H", "H", "H", "H", "H"], "positions_angstrom": [[-2.728, 3.959, 3.045], [-1.291, 0.868, -0.049], [-3.246, 2.551, 0.734], [-1.552, 5.938, 2.822], [-4.232, 3.198, 4.627], [-1.658, 1.575, 2.230], [-3.764, 1.244, -2.216], [0.478, 4.481, -1.564], [-0.356, -2.456, -0.732], [-1.618, -4.066, -0.069], [1.528, 2.596, 2.074], [-2.403, -2.551, -1.411], [0.764, 4.425, 1.219], [-3.448, -3.707, 1.730], [-3.730, -1.716, 2.522], [-4.379, -2.191, 0.519], [1.127, 2.725, -2.643], [2.827, 3.875, 0.912], [2.570, 4.033, -1.704], [-2.262, 1.000, -1.787], [-3.997, 2.658, -2.268], [-4.651, 0.414, -1.464], [-0.201, 2.420, -0.230], [0.043, -0.116, -2.008], [-2.351, -0.595, 0.500], [1.794, -0.266, -3.398], [0.210, -0.050, 0.721], [-0.965, -2.750, 3.018], [-3.696, 0.604, -3.853], [-2.046, -1.894, 0.865], [1.168, 2.602, -0.275], [1.574, 3.402, 0.994], [1.026, -0.867, 2.840], [2.322, -1.016, 0.113], [3.608, -0.959, -0.386], [3.323, 1.365, -0.780], [-0.952, -1.889, 1.925], [-0.013, -2.686, 4.025], [0.978, -1.716, 3.928], [-3.422, -2.399, 1.416], [1.518, 0.123, 0.195], [2.012, 1.330, -0.307], [-0.408, -0.888, -4.224], [0.480, -0.384, -3.119], [0.086, -0.960, 1.811], [1.354, 3.482, -1.559], [5.550, 0.349, -1.349], [4.144, 0.246, -0.827], [-1.606, -2.757, -0.356], [-0.086, -3.609, 5.209], [-0.648, -3.155, 6.027], [2.146, -0.415, -4.325], [-0.782, -0.033, -4.787], [5.570, 0.455, -2.436], [1.803, -0.117, 2.768], [1.922, -1.965, 0.439], [-2.994, 1.180, -4.449], [0.909, -3.843, 5.586], [-1.750, -3.487, 3.102], [-0.582, -4.544, 4.951], [-4.706, 0.709, -4.249], [1.721, -1.619, 4.711], [6.062, 1.216, -0.932], [4.199, -1.865, -0.429], [2.392, 0.146, -2.696], [3.733, 2.306, -1.114], [-1.246, -1.408, -3.769], [0.113, -1.552, -4.913], [6.130, -0.537, -1.094], [-3.416, -0.443, -3.807]]}

---

[4]
{"formula": "C23H20N7O2SeTc", "method": "ωB97M-V/def2-TZVPD", "s_squared": 1.060, "homo_energy_ev": [-10.88, -11.10], "lumo_ha": [-0.203, -0.164], "total_charge": 1, "gap_ev": [5.345, 6.625], "relative_energy_kcal_mol": 5.9, "multiplicity": 2, "species": ["Tc", "Se", "O", "O", "N", "N", "N", "N", "N", "N", "N", "C", "C", "C", "C", "C", "C", "C", "C", "C", "C", "C", "C", "C", "C", "C", "C", "C", "C", "C", "C", "C", "C", "C", "H", "H", "H", "H", "H", "H", "H", "H", "H", "H", "H", "H", "H", "H", "H", "H", "H", "H", "H", "H"], "positions_angstrom": [[-0.004, -0.072, -0.670], [-1.829, -1.774, -0.361], [-1.218, 1.792, 2.760], [-1.180, 1.877, -4.084], [-1.152, 0.907, -1.973], [1.088, -0.343, 1.113], [1.840, -2.678, -1.348], [0.992, -1.755, -2.053], [-0.785, -3.269, 3.951], [-0.979, 1.168, 0.541], [1.374, 1.010, -1.809], [-1.428, -2.389, 1.419], [2.358, -0.249, 3.597], [3.067, 1.859, -3.854], [0.887, 1.330, -3.030], [-4.260, 2.831, -1.402], [-0.398, -3.952, 2.893], [-1.516, -2.183, 3.786], [3.555, 1.597, -2.576], [-4.156, 3.011, -0.027], [-0.608, 1.383, -3.136], [-3.098, 2.468, 0.682], [2.843, -1.053, 2.573], [0.619, 0.437, 2.109], [-3.297, 2.122, -2.097], [-0.687, -3.549, 1.597], [1.704, 1.738, -4.077], [-1.874, -1.696, 2.536], [2.193, -1.057, 1.351], [1.226, 0.509, 3.353], [-2.232, 1.562, -1.403], [-0.631, 1.228, 1.854], [2.683, 1.158, -1.596], [-2.125, 1.736, 0.008], [-0.349, -4.123, 0.747], [-2.475, -0.805, 2.438], [4.596, 1.740, -2.336], [2.284, -3.335, -1.991], [-3.366, 1.978, -3.163], [3.729, 2.170, -4.647], [2.553, -1.668, 0.532], [1.245, 1.971, -5.027], [-5.105, 3.236, -1.936], [-4.901, 3.588, 0.501], [-1.832, -1.675, 4.686], [3.714, -1.672, 2.722], [0.800, 1.179, 4.082], [3.033, 0.927, -0.598], [-3.016, 2.610, 1.749], [2.841, -0.218, 4.561], [0.245, -2.238, -2.573], [1.586, -1.299, -2.750], [0.172, -4.854, 3.076], [1.270, -3.216, -0.699]]}

---

[5]
{"formula": "C23H21BF3InNO14Rb", "method": "ωB97M-V/def2-TZVPD", "s_squared": 1.794, "homo_energy_ev": [-16.90, -16.90], "lumo_ha": [-0.505, -0.449], "total_charge": 3, "gap_ev": [3.146, 4.695], "multiplicity": 2, "species": ["In", "Rb", "F", "F", "F", "O", "O", "O", "O", "O", "O", "O", "O", "O", "O", "O", "O", "O", "O", "N", "C", "C", "C", "C", "C", "C", "C", "C", "C", "C", "C", "C", "C", "C", "C", "C", "C", "C", "C", "C", "C", "C", "C", "B", "H", "H", "H", "H", "H", "H", "H", "H", "H", "H", "H", "H", "H", "H", "H", "H", "H", "H", "H", "H", "H"], "positions_angstrom": [[-1.692, 1.834, -2.995], [-3.900, 0.107, 1.483], [-0.245, 7.397, 0.896], [-1.708, -3.619, -2.958], [-3.452, -5.427, -1.787], [-4.348, 0.343, -1.946], [5.535, 0.427, -0.522], [1.159, 1.454, 2.820], [-0.375, -4.130, -1.463], [-6.199, 1.067, -2.476], [-2.761, -5.373, 0.249], [1.261, -4.291, -2.883], [-5.871, 0.292, -0.497], [-2.302, -4.339, 2.177], [-3.732, -3.501, 0.741], [-1.025, 5.528, -0.268], [-0.642, 4.498, 1.622], [1.065, -5.976, -1.293], [-0.811, 3.282, -0.302], [-5.522, 0.480, -1.671], [0.646, -3.114, -3.387], [-4.203, -3.720, -0.560], [-0.806, 4.368, 0.306], [5.051, 3.074, 0.271], [2.507, -0.081, 1.547], [3.036, -2.708, 0.532], [-3.895, -5.170, -0.601], [0.670, -4.902, -1.862], [4.547, 0.637, 0.238], [3.146, 2.262, 1.609], [3.608, -0.416, 0.641], [4.234, 2.000, 0.728], [1.886, -2.430, 1.214], [2.928, 3.598, 2.016], [3.901, -1.707, 0.213], [-1.368, 5.666, 2.072], [2.140, 1.267, 2.045], [-0.544, -3.176, -2.427], [-1.216, 6.451, 0.770], [4.972, 4.263, 0.919], [3.883, 4.561, 1.751], [-2.797, -4.415, 1.123], [1.621, -1.201, 1.734], [-1.491, -0.292, -0.561], [2.040, 3.896, 2.554], [4.809, -2.024, -0.280], [-5.271, -3.676, -0.776], [0.277, -2.977, -4.404], [3.871, 5.541, 2.205], [-3.538, -3.023, -1.071], [-2.112, -1.174, -0.516], [-2.167, 6.973, 0.661], [-4.814, -5.736, -0.450], [5.686, 5.043, 0.700], [0.704, -1.086, 2.294], [5.943, 2.921, -0.317], [3.221, -3.745, 0.292], [-0.868, -0.191, -1.435], [1.193, -3.205, 1.506], [-2.061, 0.622, -0.618], [-0.723, -2.165, -2.059], [-2.447, 5.556, 2.174], [1.179, -2.233, -3.030], [-0.961, 6.076, 2.996], [-0.860, -0.261, 0.314]]}

---

[6]
{"formula": "C23H21Cl5IN2O3PtSi", "method": "ωB97M-V/def2-TZVPD", "homo_energy_ev": -10.97, "lumo_ha": -0.147, "total_charge": 1, "gap_ev": 6.971, "relative_energy_kcal_mol": 2.6, "species": ["Pt", "I", "Cl", "Cl", "Cl", "Cl", "Cl", "Si", "O", "O", "O", "N", "N", "C", "C", "C", "C", "C", "C", "C", "C", "C", "C", "C", "C", "C", "C", "C", "C", "C", "C", "C", "C", "C", "C", "C", "H", "H", "H", "H", "H", "H", "H", "H", "H", "H", "H", "H", "H", "H", "H", "H", "H", "H", "H", "H", "H"], "positions_angstrom": [[-0.041, -0.923, 0.253], [-1.862, -0.995, 3.053], [0.967, -6.047, -0.831], [2.977, -7.187, 1.308], [3.923, -5.335, 3.636], [2.897, -2.372, 3.802], [-0.046, -3.111, -0.577], [0.198, -0.230, -2.916], [1.144, -1.633, 1.651], [-0.835, -0.004, -1.464], [-0.636, 4.889, 0.500], [-3.525, 2.296, -2.190], [-0.020, 0.861, 1.184], [1.595, 1.643, 2.847], [-3.178, 0.091, -3.108], [1.952, -0.398, -2.307], [-1.665, 1.104, -1.346], [-1.387, 2.103, -0.418], [-0.159, 0.120, 3.507], [1.440, 0.900, 5.121], [1.121, -3.756, 0.566], [2.845, -4.730, 2.454], [-0.494, 1.959, 0.731], [-2.778, 1.198, -2.182], [2.420, -5.569, 1.410], [2.401, -3.419, 2.538], [1.541, -5.075, 0.460], [-0.411, -1.774, -3.752], [0.322, 0.138, 4.805], [-3.212, 3.303, -1.383], [-2.183, 3.261, -0.458], [2.075, 1.653, 4.147], [-0.003, 1.287, -3.978], [-1.977, 4.426, 0.483], [0.485, 0.877, 2.535], [1.523, -2.897, 1.573], [-0.465, 5.403, -0.296], [-1.111, -1.544, -4.554], [2.599, 0.255, -2.897], [-4.237, 0.192, -3.328], [-0.904, -2.473, -3.077], [-2.210, 4.134, 1.509], [-0.092, 0.966, -5.018], [-0.360, 2.841, 1.348], [-0.176, -0.438, 5.572], [-2.675, 5.222, 0.218], [2.072, -0.126, -1.258], [2.089, 2.205, 2.063], [0.442, -2.297, -4.190], [-0.872, 1.902, -3.754], [-3.841, 4.184, -1.452], [0.878, 1.926, -3.907], [1.810, 0.899, 6.137], [-2.985, -0.891, -2.679], [-2.637, 0.165, -4.054], [2.313, -1.421, -2.429], [2.946, 2.244, 4.395]]}